# 1
{
  "formula": "C60H99N7O16S8",
  "method": "ωB97M-V/def2-TZVPD",
  "species": ["C", "C", "C", "S", "O", "O", "C", "H", "H", "H", "H", "H", "H", "H", "H", "C", "C", "C", "S", "O", "O", "C", "H", "H", "H", "H", "H", "H", "H", "H", "C", "C", "C", "S", "O", "O", "C", "H", "H", "H", "H", "H", "H", "H", "H", "C", "C", "C", "S", "O", "O", "C", "H", "H", "H", "H", "H", "H", "H", "H", "C", "C", "C", "S", "O", "O", "C", "H", "H", "H", "H", "H", "H", "H", "H", "C", "C", "C", "S", "O", "O", "C", "H", "H", "H", "H", "H", "H", "H", "H", "C", "C", "C", "S", "O", "O", "C", "H", "H", "H", "H", "H", "H", "H", "H", "C", "C", "C", "S", "O", "O", "C", "H", "H", "H", "H", "H", "H", "H", "H", "N", "C", "C", "C", "C", "H", "H", "H", "H", "H", "N", "C", "C", "C", "C", "H", "H", "H", "H", "H", "N", "C", "C", "C", "C", "H", "H", "H", "H", "H", "N", "C", "C", "C", "C", "H", "H", "H", "H", "H", "N", "C", "C", "C", "C", "H", "H", "H", "H", "H", "N", "C", "C", "C", "C", "H", "H", "H", "H", "H", "N", "C", "C", "C", "C", "H", "H", "H", "H", "H"],
  "coordinates": [[9.99, -1.70, -1.07], [9.24, -1.36, -2.38], [10.23, -0.67, -3.37], [11.94, -1.37, -3.04], [12.84, -0.33, -2.51], [12.41, -2.23, -4.13], [11.33, -2.38, -1.53], [9.30, -2.33, -0.51], [10.09, -0.72, -0.61], [8.33, -0.80, -2.19], [8.98, -2.29, -2.89], [10.50, 0.37, -3.18], [9.95, -0.73, -4.42], [12.09, -2.57, -0.76], [11.06, -3.40, -1.81], [-8.28, 8.90, 1.93], [-8.85, 8.69, 0.58], [-7.95, 7.64, -0.06], [-7.83, 6.38, 1.26], [-6.45, 5.83, 1.36], [-8.98, 5.51, 1.06], [-8.15, 7.54, 2.65], [-9.04, 9.54, 2.37], [-7.32, 9.41, 1.83], [-8.98, 9.61, 0.01], [-9.85, 8.27, 0.65], [-6.99, 8.08, -0.30], [-8.32, 7.15, -0.96], [-7.34, 7.33, 3.34], [-9.13, 7.19, 2.97], [-0.36, -5.82, 11.04], [-1.19, -6.90, 10.34], [-0.70, -6.92, 8.90], [-0.70, -5.09, 8.48], [-2.04, -4.68, 8.11], [0.46, -4.74, 7.67], [-0.21, -4.62, 10.17], [0.59, -6.31, 11.23], [-0.89, -5.52, 11.94], [-2.26, -6.69, 10.39], [-1.15, -7.89, 10.80], [-1.16, -7.50, 8.09], [0.33, -7.28, 8.87], [-0.85, -3.78, 10.40], [0.80, -4.23, 10.06], [4.82, -7.61, -4.09], [5.09, -6.08, -4.24], [5.90, -5.89, -5.55], [7.16, -7.16, -5.47], [8.41, -6.53, -4.90], [7.30, -7.79, -6.76], [6.22, -8.17, -4.17], [4.22, -7.93, -4.95], [4.26, -7.82, -3.18], [5.57, -5.73, -3.33], [4.17, -5.49, -4.31], [6.37, -4.91, -5.65], [5.31, -6.10, -6.44], [6.67, -7.96, -3.20], [6.27, -9.25, -4.30], [3.70, 1.85, -8.13], [3.85, 2.23, -6.69], [4.27, 3.67, -6.73], [5.38, 3.93, -8.03], [6.73, 3.79, -7.45], [4.97, 5.08, -8.79], [4.92, 2.38, -8.85], [2.92, 2.39, -8.66], [3.48, 0.79, -8.24], [4.53, 1.58, -6.14], [2.94, 2.09, -6.11], [4.57, 4.11, -5.78], [3.41, 4.25, -7.08], [5.73, 1.65, -8.76], [4.82, 2.57, -9.92], [-1.83, -0.47, 0.75], [-1.08, 0.74, 1.28], [0.37, 0.25, 1.62], [0.71, -0.83, 0.14], [1.41, -2.00, 0.61], [1.31, 0.02, -0.89], [-0.95, -1.12, -0.36], [-2.82, -0.17, 0.39], [-2.02, -1.16, 1.56], [-1.56, 1.21, 2.14], [-1.03, 1.55, 0.55], [0.38, -0.41, 2.49], [1.16, 1.00, 1.69], [-1.09, -2.20, -0.42], [-1.20, -0.52, -1.24], [-7.27, -0.76, -4.24], [-8.03, 0.09, -3.13], [-9.28, 0.63, -3.89], [-8.62, 1.19, -5.56], [-8.20, 2.57, -5.56], [-9.34, 0.68, -6.69], [-7.08, 0.14, -5.39], [-7.86, -1.58, -4.65], [-6.29, -1.12, -3.92], [-7.39, 0.86, -2.70], [-8.34, -0.49, -2.26], [-9.86, 1.35, -3.32], [-9.93, -0.24, -3.94], [-6.33, 0.93, -5.31], [-6.83, -0.31, -6.34], [-3.38, -6.54, -8.52], [-2.64, -7.35, -7.42], [-2.06, -6.34, -6.40], [-1.61, -4.80, -7.45], [-0.16, -4.75, -7.69], [-2.27, -3.62, -6.94], [-2.32, -5.48, -9.02], [-4.25, -5.95, -8.21], [-3.71, -7.22, -9.30], [-1.88, -8.02, -7.84], [-3.35, -8.04, -6.95], [-1.11, -6.67, -5.98], [-2.71, -6.10, -5.56], [-1.55, -6.09, -9.49], [-2.60, -4.60, -9.60], [-0.34, 7.40, -4.21], [-0.63, 6.36, -3.31], [-1.87, 5.76, -3.67], [-2.22, 6.42, -4.89], [-1.30, 7.41, -5.19], [0.47, 7.99, -4.30], [-0.04, 6.23, -2.42], [-2.44, 4.95, -3.23], [-3.00, 6.03, -5.53], [-1.24, 8.26, -5.85], [-1.10, 2.44, 10.19], [-2.02, 2.52, 9.19], [-1.40, 2.97, 8.04], [-0.05, 3.09, 8.29], [0.14, 2.64, 9.64], [-1.28, 2.34, 11.17], [-3.06, 2.30, 9.39], [-1.76, 3.14, 7.04], [0.66, 3.63, 7.68], [1.02, 2.55, 10.26], [-2.67, -7.95, 2.57], [-3.06, -9.21, 2.20], [-2.15, -9.74, 1.36], [-1.13, -8.83, 1.26], [-1.44, -7.70, 2.01], [-3.25, -7.30, 3.07], [-3.98, -9.70, 2.50], [-2.18, -10.73, 0.92], [-0.19, -9.02, 0.76], [-0.98, -6.73, 2.08], [-6.60, -0.37, 6.87], [-7.27, 0.34, 5.91], [-8.50, 0.68, 6.39], [-8.67, 0.14, 7.66], [-7.50, -0.59, 7.88], [-5.71, -0.83, 6.71], [-6.84, 0.49, 4.93], [-9.25, 1.20, 5.81], [-9.57, 0.28, 8.23], [-7.26, -1.26, 8.70], [5.57, -1.72, 5.91], [6.42, -1.61, 7.01], [7.61, -1.15, 6.50], [7.43, -0.78, 5.21], [6.15, -1.08, 4.81], [4.65, -2.12, 5.91], [6.10, -1.85, 8.01], [8.55, -1.12, 7.01], [8.26, -0.47, 4.58], [5.60, -0.95, 3.89], [6.47, 5.13, -0.01], [5.76, 4.76, 1.18], [4.81, 5.83, 1.36], [4.84, 6.62, 0.24], [5.83, 6.14, -0.58], [7.25, 4.66, -0.45], [6.05, 3.91, 1.77], [4.11, 5.86, 2.18], [4.21, 7.46, -0.01], [6.14, 6.55, -1.53], [-2.08, 8.53, 2.66], [-2.12, 9.55, 1.84], [-1.61, 10.65, 2.51], [-1.20, 10.27, 3.72], [-1.43, 8.86, 3.77], [-2.21, 7.55, 2.48], [-2.59, 9.42, 0.88], [-1.64, 11.64, 2.08], [-0.75, 10.92, 4.46], [-1.41, 8.19, 4.61]],
  "mulliken_charge": [-0.577, -0.627, -0.689, 1.035, -0.628, -0.607, -0.731, 0.338, 0.308, 0.347, 0.299, 0.353, 0.403, 0.422, 0.354, -0.552, -0.641, -0.713, 1.095, -0.650, -0.640, -0.672, 0.315, 0.300, 0.339, 0.327, 0.346, 0.403, 0.405, 0.336, -0.532, -0.648, -0.708, 1.042, -0.617, -0.647, -0.557, 0.302, 0.271, 0.317, 0.356, 0.453, 0.304, 0.338, 0.325, -0.607, -0.668, -0.621, 1.033, -0.626, -0.635, -0.666, 0.313, 0.310, 0.326, 0.346, 0.375, 0.341, 0.369, 0.410, -0.622, -0.534, -0.702, 1.100, -0.653, -0.652, -0.662, 0.285, 0.314, 0.293, 0.333, 0.418, 0.342, 0.339, 0.401, -0.673, -0.582, -0.724, 1.098, -0.653, -0.644, -0.578, 0.345, 0.300, 0.359, 0.296, 0.339, 0.401, 0.358, 0.356, -0.539, -0.633, -0.686, 1.043, -0.625, -0.619, -0.734, 0.278, 0.312, 0.327, 0.322, 0.424, 0.366, 0.358, 0.407, -0.632, -0.586, -0.628, 1.021, -0.633, -0.596, -0.684, 0.312, 0.341, 0.307, 0.325, 0.336, 0.375, 0.320, 0.422, -0.013, -0.682, -0.213, -0.442, -0.394, 0.218, 0.403, 0.395, 0.368, 0.361, -0.010, -0.669, -0.209, -0.407, -0.448, 0.220, 0.406, 0.381, 0.366, 0.371, 0.001, -0.495, -0.324, -0.344, -0.550, 0.210, 0.351, 0.378, 0.376, 0.399, 0.019, -0.484, -0.294, -0.297, -0.636, 0.218, 0.368, 0.370, 0.375, 0.363, -0.009, -0.509, -0.290, -0.352, -0.525, 0.195, 0.362, 0.367, 0.366, 0.396, -0.013, -0.522, -0.369, -0.449, -0.367, 0.200, 0.386, 0.379, 0.383, 0.374, 0.049, -0.450, -0.352, -0.470, -0.504, 0.217, 0.409, 0.370, 0.375, 0.357],
  "charge": 0,
  "e_lumo_ha": -0.0057
}

***

# 2
{
  "formula": "C5H2N5O6",
  "method": "ωB97M-V/def2-TZVPD",
  "species": ["O", "N", "O", "C", "C", "N", "O", "O", "C", "N", "C", "N", "O", "N", "O", "C", "H", "H"],
  "coordinates": [[-0.77, 2.35, 0.09], [0.41, 1.99, 0.13], [1.35, 2.71, 0.42], [0.72, 0.19, -0.10], [0.05, -0.43, -1.25], [0.54, -0.20, -2.56], [1.52, 0.56, -2.75], [-0.06, -0.78, -3.50], [-1.03, -1.33, -1.12], [-1.53, -1.75, 0.05], [-0.90, -1.27, 1.12], [-1.45, -1.30, 2.38], [-0.71, -0.34, 3.11], [0.28, 0.20, 2.33], [1.05, 1.04, 2.77], [0.26, -0.43, 1.10], [1.77, 0.54, -0.20], [-1.52, -1.74, -2.01]],
  "nbo_charge": [-0.432, 0.481, -0.399, -0.126, -0.166, 0.513, -0.442, -0.468, 0.146, -0.525, 0.310, -0.164, -0.170, 0.431, -0.401, -0.076, 0.264, 0.224],
  "charge": -1,
  "e_lumo_ha": 0.1007,
  "smiles": "O=[N+]([O-])[C@@H]1C(=[N+]([O-])[O-])C=Nc2no[n+]([O-])c21"
}

***

# 3
{
  "formula": "C24H38N4O3PS2",
  "method": "ωB97M-V/def2-TZVPD",
  "species": ["N", "P", "O", "C", "C", "N", "C", "C", "C", "S", "C", "S", "N", "C", "C", "C", "C", "C", "C", "C", "C", "C", "C", "C", "C", "C", "C", "O", "H", "H", "H", "H", "H", "H", "H", "H", "H", "H", "H", "H", "H", "H", "H", "H", "H", "H", "H", "H", "H", "H", "H", "H", "H", "H", "H", "C", "C", "C", "O", "C", "N", "H", "H", "H", "H", "H", "H", "H", "H", "H", "H", "H"],
  "coordinates": [[-1.49, -5.41, 4.24], [-2.38, -5.17, 2.77], [-1.38, -5.61, 1.50], [-2.65, -3.29, 2.74], [-1.79, -2.53, 1.71], [-2.43, -2.39, 0.36], [-2.72, -0.98, -0.06], [-3.42, -0.11, 1.00], [-2.47, 0.96, 1.61], [-2.08, 2.16, 0.29], [-0.37, 1.87, -0.19], [-0.10, 1.33, -1.71], [0.73, 2.11, 0.65], [0.38, 2.66, 1.95], [-0.17, 3.92, 2.07], [-0.51, 4.48, 3.26], [-0.27, 3.79, 4.44], [0.30, 2.55, 4.34], [0.61, 1.98, 3.13], [1.65, 0.99, 0.73], [3.00, 1.18, 0.65], [3.85, 0.09, 0.76], [3.34, -1.16, 0.95], [1.97, -1.37, 1.02], [1.15, -0.28, 0.90], [-3.61, -3.32, 0.21], [-4.60, -3.24, 1.38], [-4.03, -3.02, 2.66], [-1.05, -4.53, 4.49], [-0.73, -6.08, 4.10], [-0.47, -5.35, 1.73], [-2.33, -2.92, 3.72], [-0.88, -3.13, 1.57], [-1.43, -1.57, 2.09], [-1.75, -2.75, -0.31], [-3.38, -1.03, -0.93], [-1.79, -0.52, -0.43], [-4.20, 0.47, 0.49], [-3.92, -0.66, 1.80], [-1.57, 0.54, 2.06], [-3.03, 1.49, 2.39], [-0.36, 4.48, 1.15], [-0.97, 5.46, 3.32], [-0.50, 4.21, 5.42], [0.53, 2.00, 5.25], [1.04, 0.98, 3.16], [3.43, 2.17, 0.53], [4.93, 0.26, 0.72], [4.02, -2.00, 1.06], [1.60, -2.38, 1.17], [0.07, -0.42, 0.97], [-3.23, -4.33, 0.06], [-4.14, -3.05, -0.71], [-5.11, -4.22, 1.42], [-5.39, -2.52, 1.14], [3.89, 0.66, -5.72], [2.56, 0.94, -5.02], [1.80, 2.14, -5.61], [2.30, 3.40, -5.22], [3.40, 3.87, -5.98], [2.80, 1.10, -3.59], [4.66, 1.38, -5.44], [4.26, -0.33, -5.45], [3.78, 0.69, -6.81], [1.93, 0.06, -5.17], [0.77, 2.10, -5.22], [1.72, 2.07, -6.70], [3.33, 3.57, -7.03], [4.35, 3.52, -5.55], [3.40, 4.96, -5.93], [1.91, 1.19, -3.11], [3.24, 2.01, -3.45]],
  "mulliken_charge": [-0.590, 0.142, -0.513, -0.276, 0.327, -0.004, -0.366, -0.892, -0.188, -0.078, 0.165, -0.159, 0.330, -0.111, 0.134, -0.677, -0.528, -0.810, -0.065, -0.905, -0.379, -0.826, -0.591, -0.728, 1.005, -0.665, -0.717, -0.435, 0.299, 0.303, 0.307, 0.692, 0.048, -0.282, 0.395, 0.407, 0.079, 0.474, 0.482, -0.079, 0.484, 0.473, 0.406, 0.440, 0.380, 0.404, 0.516, 0.427, 0.401, 0.316, 0.407, 0.427, 0.445, 0.434, 0.401, -1.503, 0.381, -0.612, -0.377, -0.673, -0.549, 0.288, 0.373, 0.359, 0.382, 0.306, 0.434, 0.306, 0.245, 0.250, -0.022, 0.325],
  "charge": 1,
  "e_lumo_ha": -0.1117
}

***

# 4
{
  "formula": "C25H44AlCl2F6O12",
  "method": "ωB97M-V/def2-TZVPD",
  "species": ["C", "C", "Al", "C", "C", "F", "C", "Cl", "C", "C", "Cl", "C", "F", "F", "C", "F", "F", "F", "H", "H", "H", "H", "H", "H", "H", "H", "H", "H", "H", "H", "C", "C", "O", "C", "O", "O", "C", "H", "H", "H", "H", "H", "H", "H", "H", "C", "C", "O", "C", "O", "O", "C", "H", "H", "H", "H", "H", "H", "H", "H", "C", "C", "O", "C", "O", "O", "C", "H", "H", "H", "H", "H", "H", "H", "H", "C", "C", "O", "C", "O", "O", "C", "H", "H", "H", "H", "H", "H", "H", "H"],
  "coordinates": [[-1.17, 1.37, -1.11], [-0.04, 0.54, -0.97], [0.40, -0.22, 0.86], [-1.29, -1.20, 1.55], [-1.55, -2.40, 0.51], [-1.10, -1.69, 2.92], [1.89, -1.64, 0.80], [2.02, -2.36, 2.51], [3.33, -1.07, 0.45], [4.29, -2.35, 0.19], [3.34, 0.09, -0.98], [0.90, 1.18, 2.29], [-0.11, 1.18, 3.30], [2.13, 0.86, 2.95], [1.04, 2.68, 1.78], [1.95, 3.33, 2.65], [1.58, 2.82, 0.52], [-0.17, 3.34, 1.95], [-1.83, 1.54, -0.22], [-1.43, 1.93, -2.06], [0.55, 0.32, -1.92], [-2.22, -0.55, 1.52], [-0.88, -2.27, -0.40], [-1.31, -3.43, 0.93], [-2.61, -2.43, 0.12], [1.53, -2.46, 0.11], [3.76, -0.49, 1.33], [4.42, -2.91, 1.17], [3.68, -3.05, -0.48], [5.27, -2.06, -0.30], [10.84, -2.46, -1.57], [9.53, -1.98, -0.98], [8.82, -3.06, -0.37], [9.25, -3.43, 0.84], [10.17, -2.94, 1.45], [8.50, -4.47, 1.25], [8.92, -5.03, 2.49], [10.66, -3.30, -2.26], [11.34, -1.66, -2.12], [11.52, -2.82, -0.80], [8.90, -1.59, -1.77], [9.69, -1.17, -0.26], [9.00, -4.26, 3.26], [9.87, -5.54, 2.37], [8.17, -5.75, 2.80], [2.56, 7.76, -4.40], [1.26, 8.27, -3.80], [0.53, 7.21, -3.19], [0.96, 6.84, -1.97], [1.89, 7.32, -1.37], [0.21, 5.82, -1.56], [0.62, 5.26, -0.30], [2.37, 6.93, -5.08], [3.07, 8.56, -4.95], [3.23, 7.40, -3.62], [0.63, 8.67, -4.60], [1.43, 9.09, -3.10], [0.71, 6.03, 0.46], [1.56, 4.73, -0.43], [-0.14, 4.55, 0.01], [-7.74, 2.36, 2.77], [-8.15, 0.91, 2.59], [-7.01, 0.08, 2.32], [-6.27, -0.24, 3.38], [-6.47, 0.09, 4.52], [-5.24, -0.98, 2.95], [-4.30, -1.32, 3.97], [-7.15, 2.70, 1.91], [-8.61, 3.00, 2.88], [-7.10, 2.48, 3.65], [-8.81, 0.83, 1.72], [-8.70, 0.54, 3.45], [-4.79, -1.79, 4.82], [-3.75, -0.43, 4.29], [-3.58, -2.03, 3.55], [-6.90, -2.10, -0.56], [-6.18, -1.62, -1.80], [-5.41, -2.68, -2.39], [-6.11, -3.56, -3.11], [-7.30, -3.53, -3.31], [-5.27, -4.50, -3.56], [-5.90, -5.56, -4.27], [-6.19, -2.56, 0.14], [-7.40, -1.27, -0.06], [-7.65, -2.86, -0.80], [-5.47, -0.84, -1.53], [-6.87, -1.19, -2.53], [-6.53, -5.17, -5.08], [-6.49, -6.17, -3.59], [-5.12, -6.18, -4.71]],
  "mulliken_charge": [-0.781, 0.119, -0.891, 0.686, -0.910, -0.381, -0.428, -0.241, 0.135, -1.061, -0.241, 0.850, -0.317, -0.307, 0.564, -0.327, -0.177, -0.248, 0.141, 0.232, 0.204, 0.202, 0.185, 0.285, 0.040, 0.556, 0.283, 0.296, 0.270, 0.299, -1.103, -0.210, -0.327, 0.761, -0.558, -0.318, -0.653, 0.290, 0.356, 0.305, 0.310, 0.326, 0.300, 0.290, 0.228, -1.093, -0.171, -0.369, 0.732, -0.560, -0.345, -0.597, 0.289, 0.349, 0.313, 0.284, 0.309, 0.297, 0.308, 0.240, -1.157, -0.215, -0.205, 0.615, -0.587, -0.216, -0.690, 0.296, 0.369, 0.306, 0.299, 0.334, 0.388, 0.322, 0.126, -0.734, -0.294, -0.317, 0.745, -0.566, -0.325, -0.649, 0.260, 0.079, 0.343, 0.301, 0.346, 0.292, 0.287, 0.225],
  "charge": -1,
  "e_lumo_ha": 0.0840
}

***

HOMO-LUMO gap (computed, eV): 7.83, 7.79, 7.54, 7.86
Maximum force (computed, eV Å⁻¹): 3.9, 3.5, 2.6, 2.7